# 1
Formula: C5H8FN
Source: OMol25
Level of theory: the ωB97M-V functional and the def2-TZVPD basis

```
15
Properties=species:S:1:pos:R:3:mulliken_charge:R:1
C -0.95 2.44 -0.06 0.00
C -0.42 1.31 0.10 -0.87
C -0.32 -0.09 0.20 1.35
C -1.36 -0.65 -0.74 -1.50
F -0.72 -0.60 1.44 -0.33
C 1.14 -0.70 -0.08 -0.68
N 2.01 -0.08 0.92 -0.54
H -1.48 3.49 -0.36 0.34
H -1.30 -0.21 -1.76 0.36
H -1.28 -1.73 -0.88 0.38
H -2.36 -0.38 -0.35 0.38
H 0.96 -1.79 -0.08 0.35
H 1.57 -0.24 -1.04 0.31
H 1.59 -0.27 1.86 0.24
H 2.90 -0.48 0.82 0.22
```

2S+1: 1
ΔE to the lowest compared entry with this formula, charge and spin in eV: 2.578
Gap between HOMO and LUMO in eV: 10.70
E_tot in eV: -9519.211
Strongest force on any atom in eV Å⁻¹: 7.56
SMILES string: C#C[C@](C)(F)CN
HOMO level in eV: -9.65

# 2
Formula: C5H8FN3O
Source: OMol25
Level of theory: the ωB97M-V functional and the def2-TZVPD basis

```
18
Properties=species:S:1:pos:R:3:mulliken_charge:R:1
C 1.06 1.25 -1.09 0.32
C -1.89 -0.47 -0.18 -0.75
C 0.67 -0.13 -1.00 -0.09
C -0.78 -0.11 0.70 0.97
C -0.44 -1.13 1.69 -1.40
N -1.43 -0.81 -1.64 -0.25
N -0.25 -0.63 -1.85 -0.10
N 2.30 1.56 -0.47 -0.41
O 0.26 2.10 -1.43 -0.57
F -0.77 1.14 1.19 -0.33
H -2.39 -1.32 0.18 0.38
H -2.66 0.25 -0.42 0.35
H 1.49 -0.73 -0.81 0.45
H 0.08 -2.13 1.20 0.27
H -1.22 -1.57 2.38 0.34
H 0.27 -0.71 2.38 0.41
H 3.08 0.93 -0.37 0.18
H 2.61 2.51 -0.45 0.23
```

2S+1: 1
ΔE to the lowest compared entry with this formula, charge and spin in eV: 0.532
Gap between HOMO and LUMO in eV: 8.85
E_tot in eV: -14546.574
Strongest force on any atom in eV Å⁻¹: 4.09
HOMO level in eV: -8.61

# 3
Formula: C5H8FNS
Source: OMol25
Level of theory: the ωB97M-V functional and the def2-TZVPD basis

```
16
Properties=species:S:1:pos:R:3:mulliken_charge:R:1
C 0.67 2.28 0.21 -0.96
C 0.07 1.35 -0.92 0.09
F 0.59 1.66 -2.15 -0.33
C 0.25 -0.12 -0.55 0.57
S 1.55 -0.87 -1.19 -0.45
C -0.80 -0.55 0.25 -0.63
C -0.91 -1.81 0.81 -0.03
N -0.05 -2.81 0.56 -0.26
H 0.67 3.36 -0.09 0.30
H 0.08 2.16 1.11 0.33
H 1.77 2.01 0.31 0.29
H -0.98 1.45 -1.06 0.30
H -1.58 0.19 0.43 0.20
H -1.79 -1.94 1.47 0.30
H 0.70 -2.63 -0.09 0.05
H -0.25 -3.76 0.92 0.24
```

2S+1: 1
ΔE to the lowest compared entry with this formula, charge and spin in eV: 0.187
Gap between HOMO and LUMO in eV: 8.29
E_tot in eV: -20356.811
Strongest force on any atom in eV Å⁻¹: 2.18
SMILES string: C[C@@H](F)C(=S)/C=C\N
HOMO level in eV: -8.34